# C36H30F10MnN6O2S

C36H30F10MnN6O2S as an isolated structure at a distorted geometry (ωB97M-V/def2-TZVPD, OMol25).

Last column: Mulliken charge in e.
Geometry (Å):
C 0.607 0.454 2.736  0.06
H -3.495 -3.501 0.748  0.30
C -5.919 1.490 0.828  -0.68
F 1.298 0.287 -1.402  -0.29
O 6.408 1.249 2.530  -0.51
H 7.453 0.971 0.761  0.30
F -0.915 0.626 -6.327  -0.34
H 0.054 -4.120 0.836  0.39
O 6.900 -1.958 0.100  -0.66
H -2.525 -2.145 -2.384  0.52
Mn 0.077 -1.137 0.046  1.30
H 3.165 -1.036 1.073  0.60
C -5.801 3.343 -0.700  -0.67
H 7.547 -0.387 1.904  0.35
H -4.160 0.250 0.930  0.19
F -0.281 0.080 6.658  -0.31
H -3.365 -2.046 -0.276  0.38
C -0.224 -0.660 -2.963  -0.90
C -1.412 2.881 -0.785  0.20
H 0.904 5.892 -0.269  0.40
C -1.522 -3.605 -1.151  -1.32
F -1.767 -1.267 -4.699  -0.36
C -0.923 -3.792 1.201  -1.19
C 0.064 -0.799 3.117  -0.28
C -0.714 -3.006 2.493  -1.09
H 4.873 0.293 1.021  0.17
C 0.278 4.353 -1.622  -0.56
H -1.535 -4.682 1.408  0.35
F 0.726 2.439 5.756  -0.33
S -2.292 1.319 -0.985  0.50
H -2.138 3.266 1.203  0.42
C 0.244 5.048 -0.423  -0.59
C 0.009 0.211 5.361  0.16
H -1.667 -2.893 3.021  0.49
C -4.630 1.114 0.476  -0.23
C -0.771 -0.466 -4.261  0.30
C 0.647 1.424 -4.772  1.05
H 7.146 1.691 2.957  0.30
C -2.899 -2.601 0.536  -1.45
N -0.114 -1.725 2.172  0.38
H -1.329 -3.141 -3.218  0.50
C 4.563 -1.947 -0.298  0.41
C 3.301 -1.673 0.205  -0.76
N 5.738 -0.213 0.929  -0.08
C 0.528 1.415 4.913  0.63
H -1.792 0.707 1.043  0.08
C 0.830 1.524 3.567  -0.04
C -0.555 3.259 -1.806  -0.47
H -0.063 -3.602 3.142  0.58
C 6.899 0.404 1.519  -0.47
C -3.937 1.864 -0.457  0.24
F 1.056 2.378 -5.620  -0.36
H 0.960 4.652 -2.407  0.48
F 1.332 2.659 3.073  -0.32
F 0.912 0.601 1.410  -0.27
H 3.544 -4.033 -2.759  0.49
C -6.506 2.601 0.239  -0.44
H -2.887 -1.966 1.421  0.25
H 5.651 -3.079 -1.745  0.50
N 2.185 -2.188 -0.310  0.14
C 3.513 -3.357 -1.916  -1.10
C 0.763 0.315 -2.662  0.81
C -0.349 0.526 -5.123  0.11
H -0.541 2.690 -2.730  0.57
H -0.622 -4.221 -1.218  0.46
H -3.959 3.553 -1.786  0.44
C 1.201 1.303 -3.509  -0.58
C -0.213 -0.853 4.510  0.26
C 2.295 -2.998 -1.364  -0.14
H -6.465 0.909 1.559  0.42
H -6.254 4.213 -1.157  0.39
F 2.149 2.155 -3.108  -0.39
N -1.536 -2.961 0.163  1.04
C 5.836 -1.385 0.262  0.34
C -4.515 2.974 -1.057  -0.40
N -1.725 0.321 0.101  0.02
H 1.368 -3.352 -1.794  0.05
H -2.386 -4.274 -1.267  0.38
H -7.512 2.888 0.513  0.39
F -0.712 -1.978 5.066  -0.36
C -1.525 -2.589 -2.293  -1.28
H -0.643 5.213 1.525  0.44
N -0.512 -1.582 -2.046  1.19
C -0.625 4.665 0.592  -0.67
C 4.669 -2.829 -1.368  -0.40
C -1.459 3.574 0.416  -0.41

Values from the calculation:
- ΔE to the lowest compared entry with this formula, charge and spin: 0.341 eV
- 2S+1: 6
- LUMO energy (spin up / spin down): 0.15 / 0.13 eV
- Electronic energy: -120183.244 eV